(1)
A cluster of 3 separate species, CH9N3O2 in total in a non-equilibrium geometry. Source: OMol25; level of theory: ωB97M-V/def2-TZVPD.

Output
energy above the lowest of the compared OMol25 structures with the same formula, charge and spin = 0.546 eV
maximum force = 1.0 eV/A

Each line ends with the Löwdin charge.
Cartesian coordinates (Å):
N  0.740  -0.935  0.561  0.10
C  1.336  0.216  0.060  -0.60
N  2.175  0.916  0.931  0.10
N  1.133  0.574  -1.145  0.10
H  -0.269  -0.959  0.649  0.04
H  1.276  -1.509  1.194  0.08
H  2.346  0.523  1.832  0.07
H  2.122  1.910  0.818  0.08
H  1.718  1.368  -1.390  0.04
H  -2.573  -2.111  0.511  0.05
H  -2.801  -0.609  0.539  0.04
O  -2.149  -1.283  0.755  -0.06
H  -1.050  0.253  -1.483  -0.01
H  -2.017  1.165  -2.252  0.03
O  -1.988  0.480  -1.578  -0.09

---

(2)
A structure of composition C29H31BClF3O3 in a non-equilibrium geometry. Source: OMol25; level of theory: ωB97M-V/def2-TZVPD.

Output
energy above the lowest of the compared OMol25 structures with the same formula, charge and spin = 0.000 eV
maximum force = 2.8 eV/A

Each line ends with the Löwdin charge.
Cartesian coordinates (Å):
C  -2.016  5.232  -0.758  -0.02
C  -1.182  4.381  0.065  -0.32
C  -1.358  3.950  1.361  -0.03
C  -0.214  3.181  1.688  -0.01
C  0.625  3.184  0.574  -0.21
B  -0.929  -1.564  0.200  -0.68
C  2.012  2.861  0.502  -0.16
C  2.660  2.415  1.671  0.00
C  4.004  2.096  1.666  -0.01
C  4.722  2.235  0.484  -0.15
C  6.183  1.892  0.464  -0.52
F  6.510  1.149  -0.641  0.11
F  6.954  3.026  0.432  0.12
F  6.578  1.173  1.556  0.11
C  4.137  2.767  -0.665  -0.02
C  2.789  3.082  -0.661  0.00
O  -1.664  -2.246  1.129  0.17
C  -2.910  -1.508  1.185  -0.45
C  -4.023  -2.484  1.509  -0.01
C  -2.805  -0.486  2.319  -0.01
C  -2.977  -0.826  -0.260  -0.45
C  -3.593  -1.770  -1.300  0.00
C  -3.604  0.554  -0.323  0.00
O  -1.596  -0.649  -0.594  0.14
O  0.014  3.916  -0.434  0.08
H  -2.622  5.855  -0.086  0.09
H  -1.428  5.873  -1.425  0.09
H  -2.722  4.632  -1.353  0.09
H  -2.198  4.164  2.015  0.12
H  0.000  2.721  2.648  0.11
H  2.079  2.332  2.595  0.11
H  4.485  1.738  2.568  0.12
H  4.726  2.921  -1.560  0.13
H  2.317  3.515  -1.551  0.13
H  -4.996  -1.971  1.495  0.10
H  -4.059  -3.330  0.814  0.09
H  -3.877  -2.876  2.520  0.09
H  -3.762  0.034  2.464  0.09
H  -2.574  -1.026  3.248  0.10
H  -2.010  0.254  2.141  0.09
H  -4.678  -1.845  -1.171  0.09
H  -3.398  -1.383  -2.308  0.10
H  -3.159  -2.780  -1.235  0.10
H  -4.636  0.529  0.048  0.10
H  -3.023  1.287  0.255  0.08
H  -3.612  0.891  -1.366  0.09
Cl  -1.377  -5.626  -4.125  0.68
C  -0.632  -4.549  -3.025  -0.69
C  -0.264  -3.257  -3.432  -0.09
C  0.215  -2.345  -2.496  -0.01
C  0.317  -2.699  -1.144  -0.13
C  0.609  -1.592  -0.047  -0.24
C  1.551  -2.117  1.052  -0.10
C  2.967  -1.757  0.537  -0.16
C  2.681  -0.604  -0.378  -0.06
C  1.358  -0.443  -0.608  -0.03
C  0.020  -4.025  -0.762  -0.01
C  -0.452  -4.945  -1.691  -0.09
H  -0.373  -2.982  -4.476  0.10
H  0.507  -1.341  -2.809  0.12
H  1.365  -1.549  1.973  0.13
H  1.452  -3.176  1.289  0.11
H  3.669  -1.502  1.342  0.11
H  3.403  -2.611  -0.012  0.12
H  3.505  -0.036  -0.815  0.10
H  0.870  0.340  -1.186  0.12
H  0.143  -4.325  0.277  0.12
H  -0.703  -5.957  -1.392  0.10